# 1
61
Properties=species:S:1:pos:R:3:lowdin_charge:R:1 method="wB97M-V/def2-TZVPD" total_charge=+1 de_lowest_kj_mol=616.95 gap_ha=0.3987
O 0.52378 1.17193 1.74229 0.0290
H 0.22753 0.27906 1.12740 0.1164
O -4.92912 -0.25632 0.72267 -0.0545
H -5.02337 0.07286 1.58256 -0.0091
H -5.02100 0.56774 0.15300 0.0787
O 2.45851 0.20962 3.20545 0.0060
H 3.06013 -0.49090 3.12322 0.0349
H 2.70863 1.16073 3.17683 0.1133
O -3.66756 -3.61483 -1.60116 0.0219
H -3.99204 -4.37155 -1.74055 -0.0928
H -3.99925 -3.01624 -0.86673 0.0871
O -1.13332 -1.77739 -0.16329 -0.0007
H -2.28077 1.25031 2.12109 0.0082
H -0.92812 -1.97653 -1.03016 0.0182
O -1.89681 0.57309 1.51431 -0.1004
H -3.03216 2.50839 3.64187 0.0422
H -2.41237 -0.24655 1.80347 0.0798
O -2.12912 2.42502 3.42474 -0.0364
H -1.71113 3.29200 3.23038 0.0812
H 1.69708 -2.79417 -0.95304 0.0274
O 0.90065 -0.93461 0.84139 -0.0655
H 1.89662 -0.92677 1.20559 0.1450
H 0.46017 -1.70556 1.08840 0.0324
O 1.40030 0.83878 -2.07830 -0.0720
H 0.74677 0.78558 -1.34572 0.0048
H -1.99466 -2.20222 -0.07856 0.0509
O 1.34244 1.97254 -5.50541 0.0100
H 1.38704 1.15681 -5.27876 -0.1217
H 0.45095 2.37631 -5.27680 0.0869
O 0.94484 3.62168 2.44510 -0.0473
H 0.66654 4.05471 3.26586 0.0519
H 1.21186 0.69221 2.34641 0.0794
O 3.02973 -2.88026 2.20944 -0.0842
H 2.42123 -3.60146 2.33960 0.0305
H 3.89440 -3.22190 1.75090 0.1190
O -0.16183 -5.51951 0.51319 -0.0662
H -0.90957 -6.07424 0.84782 0.0633
H 0.53208 -6.10382 0.26060 0.0111
O -3.75219 1.81167 -2.63290 -0.1039
H -3.78730 2.77234 -2.41306 0.0503
H -4.27529 1.91628 -3.51360 0.1007
O 1.73406 3.46547 0.12562 -0.0941
H 1.11372 4.31140 1.85863 -0.0009
H 1.89369 3.05154 -0.76544 0.0682
O 5.11321 -1.49024 -2.45566 -0.0801
H 4.89017 -1.25617 -3.35159 0.0193
H 4.12188 -1.35413 -2.10418 0.0767
O -0.95618 1.86599 -1.33448 -0.0023
H -1.50528 1.33084 -0.79268 0.0187
H -1.41794 2.11853 -2.08775 -0.0002
O 2.39645 -2.37117 -0.51288 -0.0130
H 0.98283 3.99319 -0.31367 0.1060
H 3.10957 -2.17086 -1.11360 0.0112
O 0.04581 2.57602 4.84290 -0.1070
H 0.06088 1.97745 4.01557 0.0489
H 0.02600 2.01357 5.65509 0.0733
O 0.61494 -1.14929 -4.94162 -0.0906
H 1.29294 -1.62691 -5.42889 0.0303
H -0.02367 -1.95597 -4.82333 0.0997
H 0.85120 1.79634 1.04128 0.1041
H 0.73141 1.07956 -2.71888 0.0059

# 2
7
Properties=species:S:1:pos:R:3:lowdin_charge:R:1 method="wB97M-V/def2-TZVPD" total_charge=-1 de_lowest_kj_mol=362.47 gap_ha="0.3067 / 0.3242"
C 0.44693 0.15895 -0.04254 -0.8258
N -0.49514 -0.58409 0.64997 0.0615
O -1.71753 1.06591 -0.02038 -0.3034
F 0.45776 0.36039 -1.34606 0.1167
F 0.61241 1.24900 0.66117 0.1098
F 1.72111 -0.47518 0.06168 -0.0160
F -1.02555 -1.77497 0.03616 -0.1429

# 3
67
Properties=species:S:1:pos:R:3:lowdin_spin:R:1 method="wB97M-V/def2-TZVPD" total_charge=-1 gap_ha="0.2471 / 0.2553" multiplicity=5
Os -0.58440 0.27673 -0.42018 2.5866
O 2.76439 4.18784 3.15399 0.0029
C 2.19439 3.43932 2.40431 0.0015
C 0.78586 3.60997 1.83962 -0.0018
O 0.00808 4.51715 2.08530 -0.0042
C 0.59408 2.46608 0.98788 0.0036
C 1.69962 1.61745 0.92754 0.0146
O 1.72345 0.57672 0.20096 0.1406
C 2.75286 2.12727 1.83315 0.0071
O 3.82338 1.63214 2.09781 0.0080
O -0.49633 2.20094 0.29838 0.0587
C 1.68854 -4.50798 0.71103 0.0001
C 2.10552 -3.04859 0.77694 0.0000
C 2.49133 -2.50739 -0.58988 0.0003
C 3.23427 -2.83436 1.76887 0.0001
O 1.03008 -2.22645 1.31182 0.0022
P -0.50256 -2.23412 0.93530 0.0111
O -1.24284 -3.41474 1.38619 0.0008
O -0.65758 -1.76269 -0.54444 0.0998
O -0.89894 -0.82000 1.62982 0.0217
C -1.43813 -0.64291 3.00194 0.0022
C -2.84947 -1.19504 3.02956 0.0006
C -1.42110 0.85156 3.22833 0.0002
C -0.51709 -1.36921 3.96636 0.0002
H 2.54887 -5.10100 0.39207 0.0000
H 0.87930 -4.66896 -0.00194 0.0000
H 1.35057 -4.86219 1.68493 0.0000
H 3.37643 -3.03492 -0.95325 0.0000
H 2.70871 -1.44111 -0.51290 0.0002
H 1.68459 -2.65503 -1.30595 -0.0001
H 4.12919 -3.36427 1.43574 0.0000
H 2.95227 -3.20710 2.75496 0.0000
H 3.45988 -1.77000 1.84632 0.0002
H -3.48240 -0.65884 2.32036 -0.0001
H -3.25590 -1.04660 4.03286 0.0002
H -2.85888 -2.25763 2.79375 0.0000
H -1.99271 1.36544 2.45485 -0.0002
H -0.39953 1.23179 3.22225 0.0001
H -1.86597 1.07138 4.20048 0.0000
H -0.54895 -2.44761 3.80647 0.0000
H -0.84488 -1.15569 4.98593 0.0000
H 0.50966 -1.02210 3.84963 0.0001
C -2.34722 3.99371 -2.21426 0.0044
N -2.71001 3.04795 -1.18115 0.0107
C -3.29009 1.88073 -1.41881 0.0331
N -3.79671 1.66840 -2.66155 0.0124
S -3.45134 0.69134 -0.20901 0.0944
H -2.04526 4.92535 -1.74324 0.0002
H -3.19819 4.20403 -2.86264 0.0003
H -1.50947 3.61550 -2.81023 0.0034
H -2.14214 3.06499 -0.33804 0.0004
H -3.31444 2.10291 -3.43284 0.0012
H -4.05350 0.70714 -2.81797 0.0008
C -0.16878 1.26610 -4.48483 0.0104
C 0.30669 0.38580 -3.32907 0.0907
C 1.79152 0.63932 -3.06496 0.0250
C 0.08287 -1.08509 -3.68096 0.0227
N -0.48182 0.75620 -2.16471 0.7165
H 0.38299 1.03824 -5.40117 -0.0003
H -0.01769 2.32118 -4.24587 0.0016
H -1.23156 1.09724 -4.67733 0.0018
H 2.38279 0.41380 -3.95769 0.0044
H 2.14935 0.02688 -2.23791 0.0009
H 1.95493 1.68285 -2.78820 0.0016
H 0.69902 -1.37145 -4.53870 0.0042
H -0.96615 -1.26341 -3.92811 0.0013
H 0.33656 -1.72496 -2.83794 0.0005

# 4
55
Properties=species:S:1:pos:R:3:lowdin_charge:R:1 method="wB97M-V/def2-TZVPD" total_charge=+2 de_lowest_kj_mol=27.18 gap_ha="0.2033 / 0.2034"
N -2.02095 -0.88175 0.30939 -0.0636
C -2.94608 -1.67840 0.35476 -0.3666
O -3.89428 -2.37985 0.41110 0.2260
Au -2.09393 3.39089 0.84035 0.8260
Ta -0.24007 -0.04605 0.34728 1.7992
N -0.13707 1.57548 -0.75397 -0.2706
N 0.59159 -1.59272 -0.55741 -0.2349
C -0.66996 2.33462 -1.88194 -0.6808
C 0.16887 -2.57636 -1.58707 -0.6394
C -0.51839 3.85337 -1.72150 -0.0232
C 0.13418 1.98861 -3.14873 -0.0133
C -2.14252 1.96368 -2.03179 -0.0362
C -0.43186 -3.78532 -0.87287 -0.0129
C 1.36076 -3.01286 -2.43771 -0.0308
C -0.88577 -1.97433 -2.51032 -0.0474
H -1.04345 4.27626 -0.83516 0.0467
H -0.98586 4.31134 -2.60661 0.1194
H 0.53676 4.14637 -1.67053 0.1053
H 1.16992 2.34093 -3.07102 0.0904
H -0.32657 2.48731 -4.00978 0.1103
H 0.14739 0.91508 -3.36105 0.0770
H -2.29154 0.87942 -2.16138 0.0841
H -2.54066 2.49157 -2.91166 0.1145
H -2.74077 2.29486 -1.15443 0.0496
H 0.31643 -4.24546 -0.22250 0.0882
H -0.75042 -4.52713 -1.61984 0.1156
H -1.30067 -3.50312 -0.27260 0.0662
H 2.08274 -3.59378 -1.85918 0.0907
H 1.85994 -2.15216 -2.88410 0.0962
H 1.00418 -3.66154 -3.24857 0.1075
H -1.13909 -2.72419 -3.27772 0.1108
H -0.51460 -1.08607 -3.04132 0.0687
H -1.82099 -1.72960 -1.99667 0.0534
C 1.25958 1.92664 -0.31832 -0.1173
H 1.76082 1.05292 0.17576 0.0707
H 1.92029 2.16408 -1.17213 0.1114
H 1.26739 2.77432 0.38535 0.0980
C 1.83568 -1.94967 0.16155 -0.1093
H 1.92137 -1.42088 1.12383 0.0570
H 1.86901 -3.02624 0.39105 0.1026
H 2.73078 -1.70802 -0.42889 0.1038
C -0.94387 0.26266 4.17390 0.0362
C 0.42274 0.37374 3.54468 -0.3311
O 0.36885 0.20922 2.10166 -0.3106
C 1.08267 1.76757 3.80152 -0.4923
F 1.25267 2.06598 5.12837 0.1696
F 2.29100 1.86967 3.19604 0.1586
F 0.30688 2.74827 3.25524 0.1095
C 1.40326 -0.69905 4.10988 -0.4884
F 1.64761 -0.54871 5.44517 0.1745
F 0.87626 -1.95143 3.93367 0.1413
F 2.59744 -0.69440 3.46081 0.1525
H -1.63470 0.94710 3.65904 0.0964
H -0.88492 0.51047 5.24519 0.1287
H -1.28812 -0.77335 4.07118 0.1122

# 5
52
Properties=species:S:1:pos:R:3:lowdin_charge:R:1 method="wB97M-V/def2-TZVPD" total_charge=0 de_lowest_kj_mol=32.23 gap_ha=0.3035
Sc -0.14347 -1.43196 -0.24812 0.9329
O 1.67362 -2.20713 -0.33530 -0.2649
N 2.39518 -2.14886 0.78631 -0.1867
C 3.66700 -1.71434 0.70533 -0.0162
C 4.46840 -1.66245 1.81022 -0.0491
C 3.94269 -2.07815 3.03863 -0.0513
C 2.64170 -2.50805 3.10708 -0.0757
C 1.82027 -2.53837 1.96563 -0.6813
S 0.17964 -2.99487 1.98013 0.6849
H 3.98586 -1.42456 -0.28480 0.1442
H 5.48287 -1.30713 1.71449 0.1108
H 4.55715 -2.05424 3.92835 0.1140
H 2.19278 -2.82399 4.03693 0.1116
F -6.42940 -1.94178 -0.67003 0.0552
C -5.08291 -1.91055 -0.67699 -0.2908
C -4.44113 -0.69045 -0.65659 -0.0187
C -3.05404 -0.68026 -0.65806 -0.1502
C -2.26561 -1.84821 -0.67041 -0.2577
C -2.99324 -3.05035 -0.69628 -0.1313
C -4.38009 -3.09794 -0.70401 -0.0224
H -5.01994 0.22437 -0.63600 0.1169
H -2.56411 0.29495 -0.64535 0.0718
H -2.46450 -3.99854 -0.70382 0.0910
H -4.91670 -4.03796 -0.72115 0.1156
C -1.08948 2.62774 -2.31147 -0.1825
Si 0.30695 1.36627 -2.14891 0.4068
C -0.14422 -0.12480 -3.25352 -0.1898
C 1.84070 2.20382 -2.88510 -0.1853
C 0.65955 0.67906 -0.44207 -0.4499
Si 0.28342 1.65271 1.11461 0.4040
C -1.00500 3.02446 0.96819 -0.1854
C -0.40774 0.45785 2.42845 -0.2007
C 1.85377 2.41796 1.85124 -0.1811
H -1.26349 2.84289 -3.36825 0.0346
H -0.82177 3.56491 -1.82161 0.0185
H -2.03102 2.27758 -1.88347 0.0172
H -0.05981 0.10869 -4.31682 0.0340
H -1.17264 -0.45153 -3.07198 0.0177
H 0.52757 -0.97178 -3.05896 0.0216
H 1.62881 2.61130 -3.87651 0.0271
H 2.67679 1.50712 -2.98206 0.0250
H 2.16271 3.03045 -2.24698 0.0260
H 1.74713 0.51050 -0.43520 -0.0047
H -1.94101 2.66174 0.53734 0.0228
H -0.64154 3.83988 0.34027 0.0208
H -1.22874 3.43572 1.95456 0.0325
H -1.17332 -0.21096 2.01574 0.0001
H -0.88371 1.00133 3.24768 0.0382
H 0.37834 -0.15914 2.86656 0.0066
H 2.27734 3.16956 1.18053 0.0265
H 2.61863 1.65508 2.02234 0.0177
H 1.64972 2.90245 2.80923 0.0289

# 6
54
Properties=species:S:1:pos:R:3:lowdin_charge:R:1 method="wB97M-V/def2-TZVPD" total_charge=0 gap_ha=0.2358
K -1.02308 0.42344 0.32907 0.8601
C -3.49229 -4.14011 0.67762 -0.1003
C -2.61898 -3.03935 0.10271 -0.6708
C -2.42110 -3.38821 -1.37112 -0.0836
O -2.94795 -1.70672 0.37270 -0.3527
H -3.54112 -3.97494 1.75393 0.0618
H -3.14107 -5.14937 0.46285 0.0651
H -4.50077 -4.19218 0.26729 0.0687
H -1.71527 -3.31426 0.64663 0.0852
H -3.21417 -2.89537 -1.93348 0.0736
H -2.45212 -4.38340 -1.81467 0.0629
H -1.42626 -3.00976 -1.60604 0.0463
C -1.44526 -1.81010 3.75989 -0.1594
O -1.32933 -1.04622 2.58093 -0.2181
H -1.18877 -2.85706 3.59807 0.0739
H -0.69355 -1.42166 4.44702 0.0741
H -2.44022 -1.76281 4.20251 0.0844
H -1.95862 -1.48482 2.00367 -0.0091
C -2.89267 3.31927 0.33169 -0.1270
O -1.81634 3.05211 1.26991 -0.1747
H -2.83065 2.58086 -0.46769 0.0669
H -3.82665 3.21061 0.88303 0.0856
H -2.85164 4.30827 -0.12468 0.0812
H -1.88100 3.78790 1.88312 0.0755
O 4.01962 -0.35642 -0.90547 -0.2808
S 2.93248 -0.76107 -0.03262 0.7078
O 1.60515 -0.18538 -0.09954 -0.3698
O 2.84376 -2.43347 -0.31420 -0.2605
C 1.59670 -3.07471 -0.33126 -0.2878
C 1.42192 -3.82053 0.97010 -0.0676
C 3.51558 -0.93599 1.73281 -0.0646
H 1.59143 -3.81738 -1.12907 0.1284
H 0.81257 -2.35021 -0.55112 0.1005
H 0.65125 -4.58796 0.89789 0.0811
H 1.01718 -3.23508 1.79566 0.0615
H 2.36944 -4.21194 1.34035 0.0848
H 3.47569 0.10441 2.05542 0.0626
H 4.50120 -1.39191 1.82652 0.0793
H 2.72406 -1.50987 2.21475 0.0579
O -0.16712 2.43842 -1.25131 -0.3893
S 0.53120 2.70326 -2.50860 0.6933
O -0.00256 2.06904 -3.71603 -0.2676
O 0.73177 4.37981 -2.72008 -0.2843
C 0.99936 5.24593 -1.54061 -0.2218
C 2.05989 6.20276 -2.09687 -0.0774
C 2.23185 2.23136 -2.31277 -0.1153
H 1.39958 4.70369 -0.68393 0.1107
H 0.09845 5.76448 -1.21263 0.1166
H 2.14777 7.00988 -1.36958 0.0773
H 1.85755 6.72029 -3.03459 0.0793
H 3.01261 5.72632 -2.32800 0.0761
H 2.84833 2.80109 -1.61745 0.0837
H 2.63958 2.27980 -3.32248 0.0820
H 2.18275 1.18526 -2.01051 0.0342